[1]
{"formula": "C29H29BFeN9O3SSe", "method": "the ωB97M-V functional and the def2-TZVPD basis", "total_energy_ev": -161344.27039, "multiplicity": 2, "orbital_gap_ev": [7.22, 4.66], "elements": ["Se", "Fe", "S", "O", "O", "O", "N", "N", "N", "N", "N", "N", "N", "N", "N", "C", "C", "C", "C", "C", "C", "C", "C", "C", "C", "C", "C", "C", "C", "C", "C", "C", "C", "C", "C", "C", "C", "C", "C", "C", "C", "C", "C", "C", "B", "H", "H", "H", "H", "H", "H", "H", "H", "H", "H", "H", "H", "H", "H", "H", "H", "H", "H", "H", "H", "H", "H", "H", "H", "H", "H", "H", "H", "H"], "positions_angstrom": [[-0.51841, -3.41225, -1.94469], [0.03790, 0.43208, 0.30562], [0.78889, 2.71432, 0.38296], [-1.56950, 6.29086, 5.64784], [-1.85969, 1.42446, -0.58017], [-3.40785, 6.29614, 4.41407], [-1.24603, -2.07765, 1.42341], [3.28105, -5.78471, -3.34986], [0.32759, -0.92568, 2.94478], [1.41947, -1.21249, 0.23455], [-2.06829, 1.06975, -2.78799], [1.19240, -2.26051, 1.06041], [-1.48768, -0.96504, 0.71232], [0.49730, 0.25838, 2.30912], [0.68300, 0.61853, -1.78573], [-2.26457, -2.93875, 1.34381], [2.12650, 0.26991, -4.13713], [2.27101, -6.37824, -2.72015], [0.56388, 4.51264, 2.43274], [-1.50575, 3.48822, 1.80068], [0.11394, 0.06468, -2.86272], [-2.22680, 1.82610, -1.67351], [-2.11491, 5.94345, 4.63709], [2.69227, 0.91038, -3.05235], [2.07464, -3.24387, 0.84285], [2.92094, -2.85033, -0.16972], [-0.08522, 5.25507, 3.40087], [0.80755, -0.15068, -4.04407], [1.93581, 1.05103, -1.89597], [0.94395, 0.50435, 4.49925], [0.87881, 1.12059, 3.24657], [0.58805, -0.80159, 4.25501], [0.99659, -4.36691, -2.55209], [1.12123, -5.72760, -2.30560], [-1.46147, 5.13831, 3.56581], [-2.70731, -1.13518, 0.18468], [-2.16110, 4.24757, 2.75900], [2.46315, -1.57843, -0.51537], [-3.24234, -2.36961, 0.55302], [-2.86725, 3.17455, -1.82063], [-0.12490, 3.60244, 1.61829], [-1.35820, -0.20414, -2.73846], [3.13768, -4.48394, -3.59690], [2.03220, -3.73869, -3.23035], [0.09553, -2.19501, 2.13898], [0.34246, -6.27698, -1.79137], [-3.66058, 6.01847, 3.52603], [-2.30255, 1.46689, -3.68161], [2.69487, 0.10611, -5.04400], [2.86521, -0.92457, -1.26628], [3.73940, -3.39955, -0.60128], [0.30956, -0.62896, -4.87887], [2.34584, 1.52961, -1.01354], [-3.23010, 4.10736, 2.89111], [2.02465, -4.15547, 1.41385], [1.22233, 0.94931, 5.43765], [3.95993, -4.00434, -4.11465], [0.12597, -3.16672, 2.84628], [-1.73070, -0.85939, -3.52480], [-3.70410, 3.24398, -1.12814], [-3.21620, 3.38282, -2.83189], [0.52079, -1.65630, 4.90693], [1.11098, 2.13159, 2.97945], [-2.12615, 3.91918, -1.52617], [-1.55253, -0.66887, -1.77338], [-2.22611, -3.88192, 1.86256], [-3.14751, -0.35764, -0.40745], [-4.20112, -2.78079, 0.29016], [1.63171, 4.62992, 2.29178], [1.98788, -2.68090, -3.45871], [2.38528, -7.43861, -2.52870], [3.70653, 1.28217, -3.07933], [-2.05336, 2.77222, 1.20822], [0.46358, 5.92890, 4.04588]], "lowdin_spin": [0.795, 0.002, -0.001, 0.000, 0.000, 0.000, 0.000, -0.002, 0.000, 0.004, 0.001, 0.000, 0.002, 0.000, 0.001, 0.005, 0.000, 0.002, 0.000, 0.000, 0.013, 0.000, 0.000, 0.003, 0.000, 0.000, 0.000, 0.006, 0.001, 0.000, 0.000, 0.000, 0.086, 0.022, 0.000, -0.001, 0.000, 0.004, 0.003, 0.000, 0.000, 0.015, 0.002, 0.017, 0.000, 0.006, 0.000, 0.000, 0.000, 0.000, 0.000, 0.000, 0.000, 0.000, 0.000, 0.000, 0.000, 0.000, 0.003, 0.000, 0.000, 0.000, 0.000, 0.000, 0.006, 0.000, 0.000, 0.000, 0.000, 0.004, 0.000, 0.000, 0.000, 0.000]}

=====

[2]
{"formula": "C4H2INO2", "method": "the ωB97M-V functional and the def2-TZVPD basis", "smiles": "N#C/C(=C/O)C(=O)I", "total_energy_ev": -17864.53196, "multiplicity": 1, "orbital_gap_ev": 9.65, "e_above_lowest_kj_mol": 16.3, "elements": ["I", "O", "O", "N", "C", "C", "C", "C", "H", "H"], "positions_angstrom": [[-1.82595, 3.58991, -1.67783], [0.93412, -0.02651, 0.16285], [0.73905, 2.26534, -0.77482], [-3.69682, 0.63167, -0.55843], [-1.15186, 0.76624, -0.38860], [-0.34641, -0.23060, 0.00876], [-2.55385, 0.65060, -0.58540], [-0.44143, 2.14259, -0.81193], [1.32773, 0.82140, -0.07512], [-0.88161, -1.17424, 0.07435]], "nbo_charge": [0.095, -0.639, -0.564, -0.280, -0.396, 0.307, 0.247, 0.485, 0.530, 0.216]}

=====

[3]
{"formula": "C4H6N4O7", "method": "the ωB97M-V functional and the def2-TZVPD basis", "smiles": "CC(O/N=C/C[N+](=O)[O-])([N+](=O)[O-])[N+](=O)[O-]", "total_energy_ev": -24525.86473, "multiplicity": 1, "orbital_gap_ev": 9.88, "e_above_lowest_kj_mol": 0.0, "elements": ["O", "O", "O", "O", "O", "O", "O", "N", "N", "N", "N", "C", "C", "C", "C", "H", "H", "H", "H", "H", "H"], "positions_angstrom": [[2.78470, -1.74898, -0.74908], [-2.96523, 0.02527, 2.13169], [-0.56479, 1.35621, -0.12086], [0.37410, -1.34291, 1.63042], [-3.05840, 1.28238, 0.36197], [1.43467, -2.70799, -2.28573], [-1.20817, -1.49713, 0.13902], [0.64921, 0.99404, -0.73314], [2.02425, -1.71456, -1.80763], [-2.39141, 0.69551, 1.20532], [-0.56495, -0.84707, 0.94286], [-0.29781, 1.29756, 2.28416], [1.61259, -0.36969, -2.39449], [-0.90887, 0.59553, 1.11140], [0.41826, 0.15627, -1.72375], [0.77774, 1.45542, 2.14426], [-0.58299, -0.09529, -2.02247], [-0.77065, 2.25932, 2.41288], [1.36947, -0.74590, -3.41138], [2.43565, 0.25341, -2.31109], [-0.56739, 0.69861, 3.19562]], "nbo_charge": [-0.358, -0.366, -0.390, -0.316, -0.277, -0.338, -0.317, -0.092, 0.495, 0.469, 0.472, -0.657, -0.334, 0.433, 0.074, 0.265, 0.227, 0.247, 0.252, 0.253, 0.257]}

=====

[4]
{"formula": "C18H23GeLiNO2", "method": "the ωB97M-V functional and the def2-TZVPD basis", "total_charge": -1, "total_energy_ev": -81343.70737, "multiplicity": 1, "orbital_gap_ev": [6.87, 5.67], "elements": ["Ge", "O", "O", "N", "C", "C", "C", "C", "C", "C", "C", "C", "C", "C", "C", "C", "C", "C", "C", "C", "C", "C", "Li", "H", "H", "H", "H", "H", "H", "H", "H", "H", "H", "H", "H", "H", "H", "H", "H", "H", "H", "H", "H", "H", "H", "H"], "positions_angstrom": [[1.49094, 2.23260, -3.31620], [-1.65649, -2.25550, 2.61159], [0.70865, -0.26153, 1.07033], [0.29499, -0.74625, 3.89884], [0.41793, 3.89201, -3.16591], [-1.20022, 0.49554, 2.30943], [-1.22677, 0.37356, -0.13153], [-2.45757, 1.14093, 2.21863], [-0.68770, 0.20276, 3.58538], [-2.47510, -2.37975, 1.46191], [2.29513, -3.46617, 2.41126], [-2.46952, 0.98517, -0.17226], [-0.51057, 0.16782, 1.07698], [0.61202, -1.88711, 3.16850], [1.34259, -4.16759, 1.69290], [2.65144, 2.52949, -4.90463], [0.01718, -3.74618, 1.73571], [0.20062, 0.88105, -3.96510], [-0.35623, -2.64377, 2.48497], [1.92802, -2.33789, 3.12949], [-3.08456, 1.39365, 1.01508], [2.36369, 1.73618, -1.68323], [1.47569, 0.56969, -0.31095], [0.68809, -0.09094, -4.08301], [-1.94505, -2.04261, 0.56772], [-0.73924, -4.29669, 1.19101], [-1.17271, 0.64526, 4.45056], [3.33386, -3.77270, 2.38750], [2.04927, 2.87780, -5.75005], [-0.37742, 3.75653, -2.42778], [3.43249, 3.26807, -4.70563], [3.25740, 2.37052, -1.58191], [1.05713, -0.41273, 4.46540], [-0.20155, 1.18477, -4.93625], [-4.04934, 1.88601, 0.99160], [-0.75010, 0.04628, -1.05227], [-2.81709, -3.40959, 1.31766], [-2.96431, 1.15025, -1.12290], [-3.33603, -1.73412, 1.62128], [2.68535, -1.74731, 3.63509], [-2.94735, 1.41616, 3.14868], [1.03944, 4.73149, -2.84365], [1.61885, -5.02941, 1.09881], [3.13710, 1.59214, -5.19090], [-0.63692, 0.76008, -3.27188], [-0.03603, 4.14204, -4.13030]], "nbo_charge": [1.516, -0.529, -0.877, -0.588, -1.087, -0.211, -0.388, -0.199, 0.009, -0.257, -0.227, -0.211, 0.431, 0.138, -0.248, -1.089, -0.292, -1.093, 0.340, -0.231, -0.300, -1.208, 0.863, 0.217, 0.201, 0.208, 0.163, 0.200, 0.206, 0.225, 0.213, 0.135, 0.378, 0.209, 0.195, 0.199, 0.154, 0.197, 0.202, 0.195, 0.189, 0.215, 0.200, 0.214, 0.217, 0.206]}